[1]
Computed, not measured: 6 unconnected molecules or ions with the total composition CH13NO6, with ωB97M-V/def2-TZVPD.

```
21
Properties=species:S:1:pos:R:3:forces:R:3:lowdin_charge:R:1
N 0.2378 0.0705 -0.5822 -0.45 0.91 1.05 0.13
C 0.7654 -0.0664 -1.8157 -0.95 -0.86 -0.76 -0.42
O 0.5211 -0.9814 -2.5860 0.34 -0.17 0.28 -0.01
H 0.0255 1.0096 -0.2582 0.73 0.16 -0.10 0.07
H -0.4152 -0.5616 -0.1233 0.11 -0.51 -0.92 0.08
H 1.4727 0.7069 -2.1287 -0.03 0.43 0.27 0.13
O 2.5375 -1.2346 1.0240 -0.09 -1.09 0.32 -0.07
H 2.3061 -0.8989 0.1631 -0.20 0.58 -0.41 -0.01
H 2.1681 -2.1365 0.9711 0.32 0.51 0.31 0.05
O -0.4498 3.2133 -0.1707 -0.07 -0.69 -0.94 -0.04
H 0.1112 3.3847 0.5764 0.16 0.29 0.72 0.01
H -1.2319 3.7629 -0.1488 0.02 0.22 0.33 0.04
O -2.4627 -1.6418 -1.7494 0.31 -0.52 -0.01 -0.07
H -3.0472 -1.1086 -2.2872 -0.05 0.10 -0.23 0.03
H -1.8327 -2.0581 -2.3654 -0.20 0.48 0.31 0.04
O -1.6993 -1.9099 1.5153 -0.50 0.06 0.22 -0.06
H -2.6360 -1.7326 1.6907 0.34 0.26 -0.06 0.05
H -1.7426 -2.8192 1.2142 0.27 -0.23 -0.22 0.03
O 1.5599 1.9115 2.2077 -1.31 0.84 -0.35 -0.03
H 1.3140 1.1200 2.6761 0.18 -0.52 0.13 0.03
H 2.4983 1.9703 2.1769 1.07 -0.26 0.08 0.02
```
Positions in Å, forces in eV/Å.

As for the SMILES: NC=O.O.O.O.O.O. Its HOMO energy is -0.3552 Eh. The value obtained for the energy above the lowest of the compared OMol25 structures with the same formula, charge and spin is 109.1 kJ/mol. The calculation puts the total energy at -15023.311 eV. As for the LUMO energy: 0.558 eV.

[2]
Computed, not measured: a molecular structure, C27H87Br2I2O25PS, with ωB97M-V/def2-TZVPD.

```
145
Properties=species:S:1:pos:R:3:forces:R:3:lowdin_charge:R:1
C 2.1754 -0.2668 1.1013 0.20 0.39 0.03 -0.14
C 2.7764 -0.2262 -0.2772 0.04 -0.23 -0.09 -0.77
I 4.7670 0.4700 -0.2373 0.03 -0.07 0.15 0.96
C 2.1746 -0.5501 -1.4277 0.29 -0.29 0.25 -0.69
I 3.2401 -0.2713 -3.2136 0.15 0.31 -0.27 1.06
C 0.6882 -1.0015 -1.5330 0.02 0.44 -0.20 -0.46
C -0.1304 0.3497 -1.4408 0.01 -0.44 -0.13 -0.12
P -1.5252 0.7661 -0.3763 0.10 0.58 -0.16 0.38
O -1.7002 2.2236 -0.4373 -0.05 0.53 0.05 -0.25
O -2.7903 -0.0377 -0.8609 -0.10 -0.43 -0.13 -0.13
O -1.2914 0.2114 1.0676 0.15 -0.24 0.09 -0.14
C 0.3721 -2.1693 -0.5758 -0.02 -0.01 0.12 -0.21
C -0.8743 -3.0659 -0.8415 0.13 0.14 0.06 -0.68
Br -2.1401 -3.0146 0.6157 -0.12 -0.08 0.10 0.87
S -1.7626 -2.9047 -2.4265 0.05 -0.08 0.55 0.54
O -3.0892 -2.4462 -2.2513 -0.49 0.47 -0.05 -0.28
O -1.5629 -4.1113 -3.1433 0.16 -0.57 -0.38 -0.29
O -0.9904 -1.7094 -3.1559 0.16 0.11 0.24 -0.25
C 0.4117 -1.5357 -2.9493 -0.09 -0.24 -0.29 -0.71
Br 1.3713 -3.1887 -3.3585 0.06 -0.06 -0.04 0.83
H 1.2528 0.3068 1.1111 -0.31 -0.18 0.08 0.07
H 2.8303 0.2090 1.8242 0.00 0.02 0.01 0.02
H 2.0130 -1.2777 1.4597 -0.13 -0.13 -0.03 0.09
H 0.5489 1.1716 -1.2249 0.14 -0.01 0.01 0.11
H -0.5197 0.5678 -2.4381 0.01 0.16 -0.04 0.11
H -2.9584 0.1068 -1.8018 -0.22 -0.20 0.04 0.10
H -1.1760 0.9915 1.6639 -0.05 0.04 0.42 0.05
H 1.2412 -2.8230 -0.6318 -0.02 -0.08 -0.01 0.10
H 0.3017 -1.8622 0.4562 -0.11 0.33 0.09 0.07
H -0.5626 -4.1047 -0.8460 0.11 -0.01 -0.26 0.07
H 0.7302 -0.8325 -3.7117 -0.14 -0.01 -0.07 0.03
C 6.2378 -1.7290 -5.2090 -0.19 0.01 -0.03 -0.17
O 5.3741 -0.9122 -6.0048 -0.02 0.04 0.14 -0.16
H 7.0911 -1.1174 -4.9262 0.01 0.01 -0.02 0.07
H 5.7283 -2.0588 -4.2985 0.08 -0.02 0.04 0.05
H 6.5969 -2.6011 -5.7540 0.04 0.01 -0.01 0.06
H 4.6141 -1.4442 -6.2567 0.01 -0.01 -0.04 0.06
C -4.2408 4.5515 -1.2677 0.05 -0.16 0.09 -0.14
O -3.0861 5.2088 -0.7547 -0.15 0.16 0.13 -0.13
H -4.7707 5.2409 -1.9212 0.08 0.09 0.01 0.08
H -3.9494 3.6701 -1.8443 -0.05 -0.01 -0.02 0.07
H -4.9129 4.2487 -0.4610 -0.06 0.01 -0.04 0.06
H -2.6281 4.5665 -0.2009 0.17 -0.05 -0.19 0.05
C -0.9653 2.7060 3.9614 -0.02 -0.01 0.04 -0.10
O -1.1626 2.4371 2.5763 -0.01 -0.05 0.00 -0.14
H -0.1480 2.0705 4.2916 0.02 -0.01 0.00 0.07
H -0.6846 3.7481 4.1196 0.01 0.00 -0.01 0.09
H -1.8592 2.4779 4.5458 0.02 -0.02 -0.01 0.09
H -1.8725 2.9908 2.2353 0.05 0.00 -0.12 0.09
C -5.7141 -1.1179 0.9808 -0.04 -0.01 -0.08 -0.15
O -6.6777 -1.0379 -0.0659 -0.01 0.02 0.08 -0.12
H -5.9124 -0.2907 1.6612 0.01 0.00 0.00 0.07
H -5.8012 -2.0539 1.5400 0.01 0.01 0.02 0.07
H -4.7001 -1.0240 0.5920 0.07 0.01 0.05 0.04
H -6.5038 -1.7550 -0.6820 0.01 0.04 -0.04 0.07
C 8.8059 0.1557 -1.4120 0.07 0.05 0.14 -0.13
O 7.8269 -0.4168 -2.2810 0.15 0.00 0.00 -0.17
H 9.3858 -0.6746 -1.0189 0.07 0.05 0.05 0.07
H 9.4849 0.8409 -1.9245 -0.09 -0.02 -0.15 0.09
H 8.3402 0.6839 -0.5772 0.04 0.01 0.03 0.06
H 7.2866 0.2947 -2.6373 -0.11 -0.08 -0.01 0.07
C 9.3788 -3.9157 -4.1052 -0.05 -0.01 -0.04 -0.14
O 8.5315 -4.1343 -5.2285 0.03 -0.03 0.02 -0.13
H 9.0227 -3.0158 -3.6083 0.00 0.00 0.01 0.07
H 9.3328 -4.7464 -3.3967 0.00 0.02 0.03 0.08
H 10.4176 -3.7613 -4.4084 0.01 0.02 0.01 0.08
H 8.8273 -4.9271 -5.6836 0.00 0.01 0.00 0.07
C 3.9723 0.4088 4.9450 -0.13 -0.04 -0.01 -0.15
O 2.6259 0.4856 4.4843 0.04 0.00 0.04 -0.14
H 4.6173 0.5317 4.0777 0.00 0.02 -0.01 0.07
H 4.1921 1.1989 5.6664 0.06 0.00 -0.01 0.08
H 4.1785 -0.5638 5.3981 0.06 0.01 0.01 0.08
H 2.0527 0.3591 5.2455 -0.04 -0.01 -0.05 0.07
C -7.8900 2.6585 1.6753 0.11 0.03 -0.03 -0.16
O -6.6520 2.9894 1.0558 0.01 -0.09 0.00 -0.13
H -8.1033 3.4370 2.4044 -0.05 0.01 0.00 0.07
H -8.7088 2.6281 0.9536 -0.02 0.00 0.01 0.08
H -7.8317 1.6957 2.1938 -0.04 0.00 0.00 0.07
H -6.4559 2.3075 0.4051 0.00 0.00 0.01 0.07
C -2.9997 -4.8519 3.8470 -0.04 0.01 -0.06 -0.17
O -3.8223 -3.9392 3.1304 -0.02 0.02 0.02 -0.19
H -2.1100 -4.3050 4.1498 0.01 0.00 0.00 0.08
H -3.5017 -5.2291 4.7415 0.02 0.00 0.01 0.08
H -2.6962 -5.6962 3.2231 0.03 0.00 0.00 0.08
H -4.6146 -4.4051 2.8493 0.00 0.02 -0.03 0.07
C -4.6656 7.6739 1.3860 0.09 0.01 -0.05 -0.17
O -3.4347 7.9641 0.7474 -0.09 -0.07 -0.04 -0.13
H -4.8530 8.4686 2.1059 -0.01 0.00 0.01 0.07
H -5.4974 7.6453 0.6758 -0.02 0.00 0.02 0.08
H -4.6321 6.7189 1.9203 -0.02 0.00 0.01 0.07
H -3.2703 7.2560 0.1115 0.10 -0.12 0.00 0.04
C -8.0979 3.4990 5.5825 -0.24 0.09 0.06 -0.14
O -9.3901 3.5692 4.9835 0.01 0.04 -0.04 -0.14
H -7.3638 3.3883 4.7880 -0.04 0.01 -0.05 0.07
H -7.8910 4.4184 6.1347 0.15 -0.04 0.02 0.08
H -8.0284 2.6435 6.2593 0.05 0.01 0.00 0.08
H -10.0281 3.6574 5.6986 -0.03 -0.16 -0.01 0.08
C 7.2176 -3.3720 0.3753 0.17 0.08 -0.10 -0.15
O 8.2573 -2.7386 -0.3568 -0.21 0.00 -0.01 -0.14
H 7.6963 -4.0381 1.0903 -0.06 -0.04 0.02 0.06
H 6.6116 -2.6402 0.9182 -0.04 -0.05 0.03 0.07
H 6.5715 -3.9667 -0.2761 -0.04 0.00 0.03 0.08
H 7.8399 -2.1426 -0.9943 0.06 0.00 -0.06 0.03
C -1.1083 -7.6346 -3.8095 0.01 0.08 0.04 -0.16
O -1.1494 -7.0365 -2.5242 -0.09 -0.10 0.06 -0.14
H -0.3859 -8.4468 -3.7635 0.01 -0.01 -0.01 0.08
H -2.0793 -8.0480 -4.0971 0.01 -0.02 -0.01 0.08
H -0.7872 -6.9208 -4.5735 0.00 -0.01 -0.02 0.08
H -1.7673 -6.2997 -2.5644 0.12 0.10 -0.05 0.04
C -11.3692 2.0903 2.5268 0.03 0.26 0.14 -0.17
O -11.4782 3.5021 2.5953 -0.11 -0.01 0.01 -0.12
H -11.8053 1.7636 1.5852 0.00 0.02 -0.02 0.08
H -10.3194 1.7896 2.5659 -0.05 -0.17 -0.01 0.05
H -11.9111 1.6246 3.3555 0.01 -0.13 -0.06 0.07
H -11.0803 3.7668 3.4318 0.18 0.08 -0.10 0.05
C -9.8507 0.2352 5.1482 -0.23 -0.08 0.29 -0.15
O -10.5344 0.8424 6.2478 0.13 0.01 -0.15 -0.13
H -9.0605 0.9109 4.8347 -0.03 0.05 0.00 0.06
H -9.4167 -0.7216 5.4500 0.07 0.01 -0.08 0.08
H -10.5388 0.0786 4.3171 0.12 -0.06 -0.10 0.06
H -11.2346 0.2383 6.5089 -0.03 0.07 0.09 0.07
C 8.3474 1.4527 2.6437 -0.03 -0.04 -0.08 -0.14
O 7.7131 1.9873 1.4856 0.02 -0.03 0.01 -0.16
H 9.3312 1.9112 2.7056 0.01 0.01 0.01 0.08
H 7.7916 1.6962 3.5532 0.01 0.00 0.01 0.07
H 8.4743 0.3690 2.5762 0.02 0.00 0.02 0.07
H 6.8385 1.5935 1.4164 -0.06 0.04 0.08 -0.03
C 1.2026 0.5223 -7.0777 0.04 0.16 0.01 -0.15
O 1.5536 1.0720 -5.8098 -0.21 -0.15 0.00 -0.20
H 1.8716 -0.3161 -7.2603 0.01 -0.01 0.01 0.08
H 0.1717 0.1581 -7.0884 0.01 -0.03 -0.01 0.08
H 1.3338 1.2631 -7.8689 0.00 -0.04 -0.04 0.07
H 0.9745 1.8232 -5.6501 0.11 0.10 -0.04 0.08
C 9.2424 -3.2947 3.8281 0.06 0.10 -0.13 -0.16
O 10.0694 -2.2683 3.2982 -0.02 -0.02 0.05 -0.12
H 8.9677 -2.9999 4.8383 0.02 0.01 0.02 0.08
H 8.3291 -3.4077 3.2384 -0.03 -0.06 0.05 0.06
H 9.7667 -4.2529 3.8729 -0.04 -0.02 0.02 0.08
H 10.3130 -2.5111 2.4000 -0.04 0.04 -0.02 0.07
C 3.6052 3.6079 -7.3284 -0.06 0.01 -0.02 -0.15
O 2.2963 3.6990 -7.8833 -0.02 -0.02 0.05 -0.13
H 3.8820 2.5567 -7.3365 0.00 -0.01 0.02 0.08
H 4.3314 4.1701 -7.9207 0.01 -0.01 0.00 0.08
H 3.6303 3.9648 -6.2959 0.01 -0.02 0.01 0.08
H 2.0294 4.6219 -7.8827 0.00 0.00 -0.02 0.07
```
Positions in Å, forces in eV/Å.

Its HOMO energy is -0.3296 Eh. The calculation puts the total energy at -257000.861 eV. As for the LUMO energy: 0.009 eV.